Record 1
Formula: C4H7NO2
Source: the Open Molecules 2025 dataset
Level of theory: wB97M-V/def2-TZVPD

Geometry as XYZ:
```
14
Properties=species:S:1:pos:R:3:nbo_charge:R:1
O 1.51185 0.14141 -0.72273 -0.783
C 0.38925 1.10345 -0.60015 -0.093
C -0.14280 -1.16120 -1.26433 0.139
O -0.32110 -1.76727 -0.12450 -0.490
C -1.03077 -1.17258 0.93951 0.368
N -1.02467 0.01937 1.30182 -0.431
C -0.22772 1.12971 0.77185 -0.339
H 2.12402 0.22345 0.02452 0.451
H 0.75670 2.13761 -0.78155 0.155
H -0.76066 -0.34124 -1.58810 0.222
H 0.62486 -1.63402 -1.87089 0.195
H -1.54773 -1.95799 1.48706 0.177
H -0.88106 2.01158 0.85240 0.222
H 0.52983 1.26771 1.57508 0.207
```

Summary:
Relative energy (zero: lowest compared OMol25 entry of this formula, charge and spin) = 652.97 kJ/mol
Frontier orbital gap (alpha / beta) = 6.4781 / 8.4430 eV


Record 2
Formula: C36H31F3NO6S3
Source: the Open Molecules 2025 dataset
Level of theory: wB97M-V/def2-TZVPD

Geometry as XYZ:
```
80
Properties=species:S:1:pos:R:3:mulliken_charge:R:1
C 0.77245 -4.18093 5.79072 -1.058
N 0.99432 -3.25552 4.69460 0.050
C 2.32166 -3.29541 4.10483 -1.070
C 0.00229 -2.52483 4.13266 1.219
C 0.20186 -1.72840 2.99007 -0.659
C -0.86992 -1.10956 2.32993 -0.272
C -2.23020 -1.49137 2.61560 -0.234
C -3.45914 -1.24036 1.73043 0.704
C -3.09778 -0.93203 0.35523 -0.710
S -3.68949 0.50194 -0.52266 0.995
C -3.12477 2.02666 0.24884 -0.063
C -3.94665 2.66553 1.18871 -0.069
C -3.56019 3.88337 1.73379 -0.710
C -2.34745 4.47913 1.34565 -0.377
C -1.51850 3.81964 0.42396 -0.712
C -1.89425 2.59081 -0.10360 -0.052
O -3.09857 0.54287 -1.84441 -0.706
O -5.13021 0.58525 -0.40549 -0.524
S -1.61432 -1.55703 -0.49137 1.784
C -1.84097 -1.82366 -2.26504 0.024
C -0.89528 -1.23233 -3.12053 -0.288
C -1.01969 -1.42475 -4.49877 -0.646
C -2.02484 -2.21176 -5.01857 -0.360
C -2.93082 -2.84578 -4.15525 -0.738
C -2.81014 -2.66991 -2.76750 -0.281
O -0.57615 -0.53307 -0.47595 -0.752
O -1.38220 -2.86380 0.10952 -0.720
C -2.36119 -1.89137 3.93861 -0.903
C -1.30653 -2.51175 4.64555 -0.983
H 0.06406 -3.77052 6.52808 0.379
H 0.39051 -5.16313 5.44104 0.297
H 1.73602 -4.37173 6.30424 0.345
H 2.27247 -3.54150 3.03069 0.370
H 2.84688 -2.32864 4.21015 0.282
H 2.92345 -4.06703 4.62130 0.312
H 1.20531 -1.63004 2.54997 0.361
H -0.56455 -0.32513 1.60892 0.523
H -4.28570 -0.42577 2.31555 0.219
H -4.88931 2.19267 1.48239 0.334
H -4.20797 4.37562 2.46178 0.375
H -2.05468 5.43525 1.75745 0.366
H -0.57111 4.27018 0.11447 0.365
H -1.23058 2.04640 -0.78256 0.394
H -0.10020 -0.62612 -2.71534 0.416
H -0.29538 -0.92131 -5.14801 0.325
H -2.12416 -2.34833 -6.09501 0.357
H -3.72251 -3.46858 -4.54711 0.386
H -3.48527 -3.18648 -2.07309 0.336
H -3.31435 -1.77252 4.46141 1.498
H -1.53330 -3.05978 5.56381 -0.045
F -10.79901 -0.00111 -0.44591 -0.281
C -9.65408 -0.19559 -1.17959 0.886
F -9.97408 -1.05382 -2.20223 -0.285
F -9.33998 1.01771 -1.75888 -0.256
C -8.51659 -0.70081 -0.33636 0.375
C -7.65334 -1.64750 -0.85146 -0.984
C -6.48712 -1.98905 -0.13550 -0.158
C -6.18131 -1.36881 1.08139 -0.140
C -4.89707 -1.73138 1.89579 -1.243
S -5.77954 -2.25544 3.66087 1.564
C -5.49214 -4.01415 4.15172 0.066
C -6.58158 -4.88244 4.03859 -0.455
C -6.46981 -6.20189 4.51233 -0.654
C -5.26842 -6.63612 5.06770 -0.355
C -4.18708 -5.76170 5.19873 -0.688
C -4.31115 -4.42984 4.75358 0.247
O -5.20027 -1.24793 4.56269 -0.734
O -7.23863 -2.32184 3.56412 -0.670
C -7.10126 -0.44759 1.60557 0.291
C -8.28451 -0.14267 0.91253 -1.369
H -7.80912 -2.09243 -1.82448 0.420
H -5.79501 -2.73302 -0.52794 0.299
H -4.54890 -2.75670 1.63583 0.768
H -7.52186 -4.55196 3.61198 0.444
H -7.34190 -6.84613 4.44064 0.375
H -5.17076 -7.66839 5.41528 0.351
H -3.25325 -6.08120 5.65429 0.439
H -3.49050 -3.72821 4.87704 -0.220
H -6.92732 0.05362 2.56881 0.506
H -8.99019 0.56122 1.33563 0.376
```

Summary:
SMILES = CN(C)c1ccc([C@@H](C(S(=O)(=O)c2ccccc2)=[S@@](=O)([O-])c2ccccc2)[C@H](c2ccc(C(F)(F)F)cc2)S(=O)(=O)c2ccccc2)cc1
Total charge = -1
Relative energy (zero: lowest compared OMol25 entry of this formula, charge and spin) = 406.80 kJ/mol
Frontier orbital gap = 6.4195 eV


Record 3
Formula: C2H3NO2
Source: the Open Molecules 2025 dataset
Level of theory: wB97M-V/def2-TZVPD

Geometry as XYZ:
```
8
Properties=species:S:1:pos:R:3:nbo_charge:R:1
C -0.80132 -0.76726 -0.12252 -0.019
C -0.23713 0.67379 0.07371 -0.150
N -2.05619 -0.78685 0.06350 -0.012
O -1.37132 1.40284 0.24355 -0.318
O -2.58412 0.35632 0.16834 -0.080
H -0.17074 -1.56487 0.04474 0.204
H 0.21270 0.52032 1.04218 0.177
H 0.50825 0.77879 -0.72961 0.198
```

Summary:
SMILES = C1=NOOC1
Relative energy (zero: lowest compared OMol25 entry of this formula, charge and spin) = 514.52 kJ/mol
Frontier orbital gap = 10.0521 eV


Record 4
Formula: C5H8N2
Source: the Open Molecules 2025 dataset
Level of theory: wB97M-V/def2-TZVPD

Geometry as XYZ:
```
15
Properties=species:S:1:pos:R:3:nbo_charge:R:1
C -2.24274 -0.21542 0.17976 -0.538
C -0.94228 -0.11473 -0.52590 -0.156
C -0.43659 1.15075 -0.73934 -0.058
N 0.87868 1.11590 -0.37493 -0.506
C 1.23832 -0.16484 -0.04177 0.271
N 2.59037 -0.43692 0.24855 -0.839
C 0.12766 -0.95717 -0.14700 -0.326
H -3.10566 0.08154 -0.47519 0.220
H -2.56221 -1.17094 0.63060 0.211
H -1.63757 0.57450 1.37320 0.139
H -0.94484 2.11120 -0.84601 0.205
H 1.55046 1.86338 -0.43478 0.415
H 2.73970 -0.44202 1.24763 0.370
H 2.82804 -1.35450 -0.09950 0.376
H 0.02461 -1.99631 0.16076 0.217
```

Summary:
Relative energy (zero: lowest compared OMol25 entry of this formula, charge and spin) = 291.99 kJ/mol
Frontier orbital gap = 8.4419 eV


Record 5
Formula: C37H53BF3IrN5P2
Source: the Open Molecules 2025 dataset
Level of theory: wB97M-V/def2-TZVPD

Geometry as XYZ:
```
102
Properties=species:S:1:pos:R:3:mulliken_charge:R:1
Ir -0.23612 0.95338 0.68908 1.575
C 4.27162 -0.52099 1.20333 -1.678
C 3.63643 0.81273 1.61472 2.103
C 4.73532 1.86282 1.82080 -1.747
C 2.91428 0.59079 2.94508 -1.806
P 2.31770 1.39012 0.38613 -0.029
C 2.29543 3.24047 0.66086 -1.828
N 1.06208 3.70034 0.07391 1.024
B -0.07711 2.85092 -0.03886 -1.360
N -0.93410 3.46123 -1.00483 1.277
C -2.06784 2.78909 -1.57963 -1.858
P -2.32117 1.25889 -0.53914 -0.413
C -3.88137 1.65645 0.40613 2.240
C -4.05539 0.62690 1.52897 -1.496
C -5.12778 1.69105 -0.47783 -1.919
C -3.66932 3.04645 1.02602 -1.684
C -2.51368 -0.10742 -1.78366 2.100
C -1.07747 -0.39017 -2.25335 -1.800
C -3.37188 0.26391 -2.99629 -1.681
C -3.07434 -1.35358 -1.09461 -1.768
C -0.34837 4.65438 -1.44110 0.803
C -0.76202 5.57914 -2.38157 -1.039
C 0.06097 6.67617 -2.62711 -0.782
C 1.26028 6.83994 -1.94446 -0.825
C 1.68510 5.90738 -1.00027 -0.688
C 0.87914 4.80932 -0.76098 0.404
C 2.94514 1.26485 -1.38972 2.621
C 2.82281 -0.18325 -1.88362 -1.661
C 4.39015 1.74326 -1.54086 -1.763
C 2.05404 2.12965 -2.29290 -2.114
H 4.92617 -0.85061 2.01402 0.598
H 4.88184 -0.44223 0.30609 0.238
H 3.52388 -1.30247 1.05902 0.253
H 5.45989 1.45971 2.53386 0.552
H 4.34312 2.78538 2.24807 0.335
H 5.27441 2.09960 0.90658 0.279
H 3.62858 0.19870 3.67464 0.615
H 2.10468 -0.13152 2.84608 0.115
H 2.50665 1.51595 3.34796 0.295
H 3.15120 3.72734 0.19044 0.564
H 2.33627 3.42769 1.73331 0.417
H -1.86071 2.50855 -2.61586 0.712
H -2.96622 3.41001 -1.57860 0.648
H -4.20974 -0.38369 1.15136 0.287
H -4.93188 0.89677 2.12340 0.572
H -3.19156 0.62951 2.19318 0.110
H -5.40972 0.69852 -0.83119 0.336
H -5.00761 2.35188 -1.33865 0.296
H -5.96207 2.07639 0.11394 0.526
H -2.70366 3.13791 1.50827 0.231
H -4.43783 3.20736 1.78648 0.579
H -3.76302 3.84542 0.28867 0.340
H -0.59051 0.51022 -2.64011 0.207
H -1.09075 -1.12953 -3.05897 0.764
H -0.46930 -0.79949 -1.43797 0.119
H -2.88506 1.00540 -3.62946 0.349
H -4.35684 0.63467 -2.72309 0.292
H -3.51599 -0.63497 -3.60236 0.540
H -2.55890 -1.56147 -0.15469 0.152
H -2.93761 -2.21907 -1.74851 0.533
H -4.14143 -1.25623 -0.89541 0.375
H -1.69216 5.45381 -2.92289 0.496
H -0.24111 7.41528 -3.35732 0.414
H 1.87399 7.70696 -2.15106 0.422
H 2.61873 6.04221 -0.46730 0.493
H 3.37212 -0.89132 -1.26457 0.309
H 3.23287 -0.24678 -2.89463 0.563
H 1.77582 -0.49260 -1.93613 0.120
H 5.10446 1.07957 -1.05869 0.358
H 4.53381 2.75458 -1.15982 0.273
H 4.62923 1.76245 -2.60752 0.499
H 0.99257 1.92755 -2.13855 0.230
H 2.29377 1.89806 -3.33447 0.717
H 2.22355 3.19548 -2.14582 0.327
F -1.53307 2.05692 2.90772 -0.214
C -0.29696 1.62451 2.58166 0.046
F -0.03115 0.62335 3.44611 -0.198
F 0.53330 2.63516 2.88039 -0.142
N 0.49544 -6.35270 0.60001 0.021
C 0.02131 -7.62064 0.84146 0.732
C 0.46549 -8.88540 0.45708 -1.030
C -0.29541 -9.95205 0.87409 -0.419
C -1.45116 -9.77302 1.66015 -0.494
C -1.87552 -8.52345 2.04604 -0.754
C -1.12536 -7.42293 1.62386 0.493
N -1.31863 -6.07894 1.85123 -0.643
C -0.34457 -5.47749 1.24139 -0.112
C -0.19342 -4.02684 1.21811 0.720
C -1.09009 -3.22611 1.91068 -0.210
C -0.97159 -1.85595 1.85640 -1.121
N -0.01982 -1.21406 1.15487 0.839
C 0.86971 -1.98977 0.53553 -0.483
C 0.82203 -3.37043 0.53513 -0.972
H 1.36363 -6.12801 0.14753 0.184
H 1.36082 -9.03212 -0.13309 0.383
H 0.00083 -10.95226 0.58703 0.391
H -2.01575 -10.64435 1.96442 0.390
H -2.76271 -8.38332 2.64961 0.436
H -1.87545 -3.68955 2.49339 0.609
H -1.65652 -1.22136 2.40269 0.354
H 1.65956 -1.47164 0.01440 0.141
H 1.58862 -3.91264 -0.00382 0.398
```

Summary:
Total charge = +1
Relative energy (zero: lowest compared OMol25 entry of this formula, charge and spin) = 0.00 kJ/mol
Frontier orbital gap = 6.6860 eV